# 1
Here is C12H13N2P in the gas phase in a non-equilibrium geometry from OMol25. Energies are from the ωB97M-V functional and the def2-TZVPD basis.

Output
- Electronic energy: -24919.6736 eV
- SMILES: [H]/N=N/P(c1ccccc1)[C@@H]1C=CC=CC1
- E_HOMO: -8.0 eV
- Spin multiplicity: 1
- Energy relative to the best compared isomer or geometry (same formula, charge and spin): 264.0 kJ/mol

XYZ file:
```
28
Properties=species:S:1:pos:R:3:forces:R:3:lowdin_charge:R:1
C -2.849730 -1.125011 2.768334 -0.9 -0.3 0.4 -0.111
C -3.111619 0.111895 2.255302 1.1 0.7 -2.0 -0.058
C -2.011325 -1.968760 2.114199 2.1 -1.0 -2.0 -0.081
C -2.484232 0.464342 1.029994 -1.3 1.1 1.3 -0.119
C -1.375714 -1.582246 0.928841 -0.5 0.5 0.5 -0.107
C -1.620913 -0.351675 0.351149 -0.4 0.4 -1.2 -0.390
C 0.764510 -0.265147 -1.200542 -1.1 2.6 -1.1 -0.443
C 3.040691 0.016603 -2.095268 0.9 1.0 0.7 -0.085
C 1.383161 0.087079 0.098129 -1.5 -0.2 0.3 -0.121
C 3.570254 0.088500 -0.848472 -0.4 -0.8 -2.1 -0.106
C 1.577902 0.263457 -2.405503 0.5 -5.3 0.0 -0.195
C 2.692798 0.135044 0.256708 -0.3 1.3 1.8 -0.124
N -0.265790 2.689005 -1.293771 2.9 2.2 -1.5 -0.020
N -1.091008 1.901833 -0.916844 -2.0 1.1 1.2 -0.315
P -1.098620 0.252814 -1.397754 1.5 -1.4 1.7 1.053
H -3.401226 -1.507400 3.582000 -0.4 -0.1 1.1 0.094
H -3.765821 0.833905 2.696254 -0.3 0.1 0.4 0.098
H -1.716539 -2.985847 2.358809 -0.6 0.2 0.8 0.109
H -2.672813 1.447782 0.619520 -0.2 0.0 0.1 0.074
H -0.647660 -2.213688 0.511346 0.7 -1.0 -0.6 0.085
H 0.608985 -1.291902 -1.064445 0.1 -2.1 -0.8 0.074
H 3.636316 -0.013223 -2.980819 0.8 -0.2 -0.3 0.084
H 0.589768 0.051559 0.831430 0.8 0.4 1.0 0.086
H 4.595503 0.019532 -0.543373 0.6 -0.1 -0.8 0.095
H 1.379005 -0.471344 -3.314304 -0.1 2.2 1.4 0.149
H 1.409147 1.285532 -2.525413 -0.5 1.6 -0.7 0.061
H 3.180080 0.360831 1.207459 -0.5 -0.3 0.1 0.109
H -0.315111 3.766530 -1.022966 -1.1 -2.5 0.3 0.103
```
Forces are in eV/Å.


# 2
Here is C12H13NO2 in the gas phase in a non-equilibrium geometry from OMol25. Energies are from the ωB97M-V functional and the def2-TZVPD basis.

Output
- Electronic energy: -18236.1074 eV
- SMILES: CO[C@]1(O)N=CC=C[C@@H]1c1ccccc1
- E_HOMO: -8.1 eV
- Spin multiplicity: 1
- Energy relative to the best compared isomer or geometry (same formula, charge and spin): 501.2 kJ/mol

XYZ file:
```
28
Properties=species:S:1:pos:R:3:forces:R:3:lowdin_charge:R:1
C -0.914316 -3.240507 -1.733306 1.3 3.5 0.5 -0.051
C -0.003964 -3.180493 -0.664662 -2.9 1.5 -0.2 -0.066
C -1.631057 -1.990939 -2.119801 1.7 -4.7 0.5 -0.058
C -0.034399 -2.017438 0.197612 0.0 -2.9 -0.8 -0.034
C -1.602992 -0.937677 -1.307376 0.6 -0.4 1.0 -0.072
C -0.864590 -0.990200 -0.095227 0.1 1.7 0.9 -0.211
C -0.148587 1.466022 2.780825 -1.3 -1.3 -0.9 -0.038
C -0.652528 0.317142 2.230427 1.4 0.4 1.2 -0.040
C -0.126516 2.662359 1.918921 -0.7 -0.5 -1.7 -0.122
C -1.022593 0.226722 0.805378 1.4 2.0 -3.9 -0.080
C -0.001193 1.545215 -0.074875 -2.5 -2.5 3.1 -0.565
C 2.258853 2.052555 -0.372395 -0.7 3.2 1.4 -0.075
N -0.187894 2.769027 0.632358 0.1 -0.1 1.4 0.129
O -0.489123 1.597951 -1.337636 0.3 0.0 -1.0 0.060
O 1.287539 1.128081 0.120328 0.8 0.3 -0.8 -0.087
H -0.822361 -4.040193 -2.415936 -0.5 -0.9 -0.6 0.071
H 0.414452 -4.088012 -0.318849 1.0 -0.6 0.1 0.078
H -2.192093 -2.103904 -3.009768 -0.6 0.5 -0.8 0.086
H 0.433667 -2.201509 1.153210 0.3 0.8 0.2 0.105
H -2.156802 -0.099685 -1.602712 -0.6 1.3 0.1 0.097
H -0.055150 1.565064 3.878128 0.4 -0.1 -0.9 0.108
H -0.630290 -0.590256 2.858681 -0.6 0.4 -0.3 0.117
H -0.219355 3.595505 2.356143 0.0 1.8 1.4 0.083
H -2.031030 0.538661 0.478315 0.2 0.5 1.2 0.143
H 3.151660 1.885411 0.204508 0.6 -0.6 -0.5 0.074
H 2.062753 3.263251 -0.060210 0.0 -3.3 -1.0 0.154
H 2.325086 1.985754 -1.452071 0.5 -0.1 -0.1 0.075
H 0.060321 2.152021 -1.914933 -0.1 0.0 0.3 0.120
```
Forces are in eV/Å.


# 3
Here is a molecular structure, C12H14BEuF3N6O2 in a non-equilibrium geometry from OMol25. Energies are from the ωB97M-V functional and the def2-TZVPD basis.

Output
- Electronic energy: -53857.7200 eV
- E_HOMO (spin up / spin down): -5.2 / -8.3 eV
- Spin multiplicity: 8
- Expectation value of S²: 15.83

XYZ file:
```
39
Properties=species:S:1:pos:R:3:forces:R:3:lowdin_charge:R:1
H 0.937666 -3.330025 0.389009 0.2 0.2 -0.1 0.105
N 1.656120 -1.481825 -0.377158 1.1 -0.8 -0.5 -0.106
B 3.095322 0.363453 -1.460369 -0.9 0.3 0.4 -0.495
N 2.859878 -1.115420 -1.001606 -1.4 -0.6 0.7 -0.017
C 3.650704 -2.198486 -1.111862 -0.8 0.0 0.4 -0.071
Eu -0.527066 -0.344802 -0.059684 2.3 0.4 0.2 1.752
H 4.625117 -2.105643 -1.579650 -0.2 -0.1 0.2 0.125
C 2.992520 -3.298532 -0.553999 -0.2 0.4 0.0 -0.061
H 3.360403 -4.308868 -0.490045 0.0 0.1 0.0 0.090
C 1.751781 -2.801305 -0.103554 0.9 0.7 -0.7 -0.148
H 4.170369 0.498213 -1.972286 0.0 -0.1 -0.1 0.112
C -1.666435 1.924649 0.472163 -0.9 1.3 0.1 -0.127
H -2.665732 1.707251 0.875201 0.5 -0.3 0.1 -0.008
H -1.767141 2.292354 -0.568170 0.4 -0.5 0.2 -0.009
H -1.099785 2.631233 1.087874 0.0 -0.5 -0.2 -0.016
N 2.965404 1.270905 -0.186833 -1.0 -0.1 0.6 -0.043
N 1.943519 0.748770 -2.438033 2.6 -0.2 0.5 -0.027
N 1.788695 1.218330 0.540265 0.2 0.1 -0.3 -0.036
N 0.607264 0.616972 -2.041022 -2.2 -0.5 0.9 -0.088
C 3.819286 2.141482 0.391192 -0.6 -0.1 0.4 -0.084
C 1.987897 1.210505 -3.700153 2.5 -0.1 -0.2 -0.086
H 4.795001 2.305619 -0.055927 -0.2 0.0 0.2 0.117
H 2.938811 1.363287 -4.187093 -0.2 0.0 0.0 0.118
C 3.196364 2.675682 1.526859 0.0 -0.4 -0.6 -0.068
C 0.681945 1.414527 -4.154459 -2.2 -0.2 0.7 0.019
C 1.924749 2.059961 1.569319 0.9 -0.1 -0.8 -0.180
C -0.149669 1.042252 -3.079092 -0.7 0.6 -1.2 -0.177
H 3.601768 3.395774 2.214688 0.0 0.0 0.0 0.082
H 0.380514 1.774507 -5.120149 -0.1 0.0 -0.1 0.117
H 1.122732 2.179918 2.283964 0.1 -0.1 -0.1 0.079
H -1.235917 1.053336 -3.016518 0.4 0.0 -0.1 0.093
H -0.215941 -0.179655 2.107923 -0.2 0.2 -0.5 -0.072
F -4.333244 -2.466918 2.087849 0.9 0.2 -0.5 0.161
C -3.201936 -2.072977 1.492762 0.2 0.1 1.1 -0.488
F -2.936258 -0.780463 1.930171 -0.3 -1.1 -0.6 0.030
F -2.164146 -2.839735 1.980160 -1.0 0.6 -0.6 0.089
C -3.258157 -2.116956 -0.071541 -1.1 -0.6 -0.4 -0.548
O -4.275173 -2.506707 -0.610720 1.1 0.5 0.6 0.118
O -2.152800 -1.725598 -0.616757 -0.1 0.2 0.3 -0.249
```
Forces are in eV/Å.


# 4
Here is a molecular structure, C12H14BF5N6Sr in a non-equilibrium geometry from OMol25. Energies are from the ωB97M-V functional and the def2-TZVPD basis.

Output
- Electronic energy: -36694.1964 eV
- Total charge: +2
- E_HOMO (spin up / spin down): -14.9 / -14.9 eV
- Spin multiplicity: 1

XYZ file:
```
39
Properties=species:S:1:pos:R:3:forces:R:3:lowdin_charge:R:1
C -0.344825 -0.724338 -2.913992 0.7 -1.8 0.5 -0.149
N -0.024844 -0.953439 -1.614400 -0.5 -0.6 -0.7 -0.145
N 0.266266 -2.315467 -1.505501 -0.1 1.5 -0.1 -0.030
C 0.215009 -2.889117 -2.727110 -0.5 1.2 -0.1 -0.027
C -0.190245 -1.918831 -3.651574 0.1 0.1 0.8 -0.023
B 0.568003 -2.953514 -0.115731 0.7 0.3 -0.6 -0.468
N 1.708299 -2.168032 0.591013 -0.2 1.2 -0.1 -0.037
N 1.638675 -0.795811 0.823420 0.4 0.0 0.7 -0.095
C 2.742733 -0.475566 1.548708 -0.3 -1.4 -0.8 -0.139
C 3.555177 -1.615448 1.697631 -0.1 0.1 0.0 -0.033
C 2.872148 -2.651749 1.072269 -0.2 0.6 0.3 -0.040
Sr 0.491597 1.218276 -0.449122 -0.3 -3.4 -1.2 1.571
N -0.747724 -2.894046 0.755089 -0.8 -1.9 0.7 0.033
N -1.261448 -1.636802 1.025383 -2.3 0.1 1.5 0.140
C -2.367422 -1.847100 1.761176 1.1 1.3 -0.8 -0.056
C -2.572039 -3.222540 1.962833 -1.7 0.8 1.1 0.096
C -1.519935 -3.854578 1.309669 3.6 0.4 -2.4 0.062
H -2.967157 -1.004838 2.115260 0.2 -0.5 -0.2 0.134
H -1.248792 -4.906195 1.190415 -0.2 0.4 0.1 0.166
H -3.383631 -3.681504 2.510809 0.1 0.0 -0.1 0.145
H 0.874074 -4.097978 -0.254307 0.0 0.0 0.0 0.124
H 3.136329 -3.694969 0.938370 -0.1 0.2 0.1 0.139
H 0.476942 -3.926061 -2.874282 -0.1 0.0 0.1 0.138
H 4.511604 -1.683773 2.190182 -0.1 0.0 0.0 0.111
H -0.342540 -2.056170 -4.698415 0.0 -0.1 -0.3 0.104
H 2.919849 0.527401 1.939677 -0.1 -0.3 -0.3 0.102
H -0.674683 0.246507 -3.281688 0.1 -0.2 0.2 0.099
H 0.465822 2.012927 1.808511 0.6 0.4 -0.5 0.033
C 1.072379 2.876255 1.426050 0.5 0.6 0.7 -0.117
H 1.944037 2.918531 2.107794 -0.6 0.4 -0.3 0.074
H 1.512843 2.846156 0.384279 -0.1 0.7 1.7 -0.017
H 0.408848 3.756006 1.491315 0.6 -0.2 0.1 0.060
F -3.192076 1.631432 -0.867888 2.2 0.6 -0.1 0.154
C -2.069950 2.328471 -1.192838 -3.8 -0.9 -3.0 -0.206
F -2.046941 2.450633 -2.565142 0.7 -0.5 2.3 0.128
C -2.117648 3.688353 -0.575830 -0.3 3.4 1.5 -0.550
F -3.168155 4.400596 -1.012763 0.9 -1.1 0.2 0.218
F -2.214636 3.603700 0.779124 0.4 -0.4 -1.2 0.157
F -0.990903 4.403139 -0.878942 -0.7 -1.2 0.2 0.144
```
Forces are in eV/Å.


# 5
Here is C12H14BN in the gas phase in a non-equilibrium geometry from OMol25. Energies are from the ωB97M-V functional and the def2-TZVPD basis.

Output
- Electronic energy: -14833.5102 eV
- E_HOMO (spin up / spin down): -5.3 / -8.5 eV
- Spin multiplicity: 3
- Expectation value of S²: 2.04

XYZ file:
```
28
Properties=species:S:1:pos:R:3:forces:R:3:lowdin_charge:R:1
B 0.657464 1.021540 0.301572 2.6 1.2 1.1 -0.352
C -4.037711 -0.643717 -0.263078 -1.7 -2.1 1.1 -0.059
C -3.270072 -1.784779 0.091403 -1.1 2.6 -0.8 -0.092
C -3.431028 0.577225 -0.277163 -4.9 -1.4 -1.8 -0.092
C -1.933610 -1.656533 0.250236 2.1 0.3 1.0 -0.025
C -2.140038 0.755434 -0.102827 6.0 2.5 0.8 -0.193
C -1.343314 -0.376565 0.225897 0.6 -1.7 -0.2 -0.130
C -0.207853 2.253542 0.047237 3.6 -2.1 0.7 0.062
C -1.549817 2.071747 -0.212275 -5.5 -2.7 -0.3 -0.027
C 2.632427 -1.358624 0.805445 0.3 -0.4 2.3 -0.022
C 2.881846 -0.259735 0.105595 -0.1 0.3 -0.2 -0.437
C 3.463537 -0.243909 -1.276797 0.1 -0.3 -2.5 -0.082
C 2.362424 1.085885 0.618692 -2.2 -3.2 1.9 -0.049
N 0.036153 -0.216208 0.449673 -1.4 -0.1 -0.3 0.176
H -5.160024 -0.880634 -0.329738 1.8 1.1 -0.3 0.131
H -3.760386 -2.671867 0.269095 -0.9 -2.0 0.1 0.077
H -3.941530 1.374206 -0.721462 -1.1 1.4 -0.1 0.106
H -1.388754 -2.577361 0.530077 0.2 0.9 -0.2 0.125
H 0.298622 3.123225 -0.094714 0.9 2.7 -0.4 0.062
H -2.316297 2.816712 -0.281955 0.1 0.8 -0.1 0.100
H 2.220313 -1.220332 1.856014 0.4 -0.2 -1.4 0.094
H 2.958603 -2.377886 0.614656 0.0 0.3 -0.5 0.064
H 2.586134 -0.078216 -2.085753 2.1 -0.4 1.7 0.135
H 4.213961 0.546313 -1.416074 -0.7 0.6 0.2 0.063
H 4.164462 -1.081869 -1.628208 -1.7 0.3 0.8 0.093
H 2.516130 1.028277 1.795680 -0.4 0.6 -2.4 0.141
H 2.924938 1.827717 0.149787 0.6 1.7 -0.4 0.054
H 0.563423 -1.053597 0.578979 0.2 -0.4 0.0 0.080
```
Forces are in eV/Å.


# 6
Here is a molecular structure, C12H14Br2 in a non-equilibrium geometry from OMol25. Energies are from the ωB97M-V functional and the def2-TZVPD basis.

Output
- Electronic energy: -152751.2186 eV
- E_HOMO (spin up / spin down): -8.5 / -7.3 eV
- Spin multiplicity: 1
- Energy relative to the best compared isomer or geometry (same formula, charge and spin): 57.9 kJ/mol

XYZ file:
```
28
Properties=species:S:1:pos:R:3:forces:R:3:lowdin_charge:R:1
C -0.030596 -3.454499 -1.071763 1.1 -0.7 -1.5 -0.061
C -0.327479 -3.184250 0.215717 0.6 2.3 0.6 -0.121
C 0.489868 -2.385540 -1.880387 -2.2 0.1 3.1 -0.039
C -0.180665 -1.895044 0.698847 -0.5 0.0 0.7 -0.081
C 0.410753 -1.063868 -1.470858 -0.7 -0.1 1.8 -0.011
C 0.007311 -0.780288 -0.140664 0.5 -0.7 1.7 -0.211
C -1.169744 0.595905 1.546491 -1.9 2.2 0.1 -0.273
C -0.087195 0.518672 0.551697 -1.7 -1.3 -0.2 -0.187
C -2.634112 0.792856 0.885725 1.0 -0.7 -1.6 -0.945
C 0.387985 3.148924 0.343816 0.5 -0.7 2.8 -0.081
C 2.074978 1.220105 -0.201582 1.3 3.0 1.3 -0.071
C 0.607871 1.657111 -0.006863 1.0 1.4 -4.4 -0.427
Br -3.385679 -0.914746 0.470397 -0.4 0.0 0.3 0.649
Br -2.832379 1.873152 -0.733733 0.2 0.0 0.7 0.599
H -0.092254 -4.534765 -1.340723 0.2 1.2 -0.5 0.119
H -0.594934 -3.797554 1.008174 -0.5 -2.1 0.6 0.088
H 0.817631 -2.533753 -2.812112 1.1 -1.0 -3.5 0.056
H -0.249184 -1.889964 1.816348 -0.1 0.9 -1.2 0.131
H 0.595251 -0.176035 -2.037344 0.4 -0.1 -0.9 0.105
H -1.457957 -0.255268 2.146355 0.9 -0.2 0.3 0.064
H -1.157392 1.506805 2.156124 0.7 -0.3 0.2 0.105
H 0.490782 3.254313 1.491351 -0.3 0.1 -1.5 0.097
H -0.656804 3.387735 0.052658 1.0 0.4 0.1 0.024
H 1.219215 3.798729 -0.052979 -1.2 -0.7 -0.1 0.093
H 2.210238 0.208417 -0.093603 0.0 -2.5 -0.4 0.031
H 2.605559 1.544408 0.726720 0.1 0.4 -0.8 0.096
H 2.595723 1.587216 -1.127959 -0.6 -0.1 1.0 0.107
H 0.343211 1.771219 -1.139858 -0.4 -0.8 1.3 0.142
```
Forces are in eV/Å.


# 7
Here is 4 unconnected molecules or ions with the total composition C12H14Br2IN8OS in a non-equilibrium geometry from OMol25. Energies are from the ωB97M-V functional and the def2-TZVPD basis.

Output
- Electronic energy: -185649.1256 eV
- Total charge: +1
- E_HOMO: -12.5 eV
- Spin multiplicity: 1

XYZ file:
```
39
Properties=species:S:1:pos:R:3:forces:R:3:lowdin_charge:R:1
C -3.239455 0.894026 3.476174 -0.1 0.0 0.4 -0.146
C -2.162499 0.699887 2.492293 0.4 -0.2 0.2 -0.755
Br -0.460038 0.348043 3.163645 0.5 -0.1 0.2 0.891
C -2.329928 0.722157 1.181349 0.1 0.1 -0.5 -0.792
Br -4.006571 0.988798 0.425655 -0.6 0.2 -0.4 0.891
N -1.287945 0.533627 0.265769 0.5 -0.1 -0.1 -0.018
C -0.871676 -0.568232 -0.407316 -0.3 -0.3 0.3 -0.471
N -1.447009 -1.751490 -0.294905 -0.3 0.0 0.1 -0.375
I -0.727464 -3.343158 -1.311526 -0.1 -0.2 0.1 0.962
N 0.198095 -0.296567 -1.156006 0.0 -1.3 -0.4 0.208
C 0.466940 0.959417 -0.962930 0.9 0.9 -0.7 -0.332
N 1.498015 1.676348 -1.529284 -1.0 -0.3 0.1 0.157
C 2.644606 1.380829 -1.223972 -1.2 0.7 -0.2 -0.784
S 4.056737 1.196379 -0.769298 2.3 -0.5 0.5 0.959
N -0.380738 1.514320 -0.132303 -1.1 1.1 0.6 -0.034
O -0.410741 2.776497 0.352117 -0.2 -0.3 0.3 0.132
H -2.870500 0.747943 4.481325 0.0 0.1 0.2 0.063
H -3.636166 1.899711 3.406215 -0.2 0.2 -0.1 0.098
H -4.029562 0.176958 3.284558 -0.3 0.0 -0.1 0.073
H -2.244350 -1.886575 0.331214 0.2 0.0 -0.1 0.035
H -1.262369 3.168680 0.081344 0.2 0.0 -0.2 0.152
C -2.802752 -2.485375 4.660742 0.2 0.1 0.4 -0.046
C -3.272643 -2.484403 3.292268 0.1 -0.3 0.0 -0.260
N -3.600818 -2.480144 2.194263 0.1 0.2 -0.4 0.166
H -3.523521 -2.917118 5.351181 -0.1 0.0 -0.1 0.098
H -1.869664 -3.039106 4.748575 0.0 0.0 -0.1 0.098
H -2.618747 -1.453982 4.955284 0.0 0.0 0.1 0.058
C 3.262086 -3.371880 -3.419166 0.0 0.2 -0.3 -0.074
C 3.477662 -4.182273 -2.232150 0.0 0.0 0.1 -0.296
N 3.626023 -4.811642 -1.284650 0.0 0.0 0.0 0.133
H 3.436347 -3.951507 -4.323406 0.0 -0.1 0.0 0.087
H 2.238851 -2.999485 -3.443035 0.0 0.0 0.0 0.060
H 3.936555 -2.517648 -3.429473 0.0 0.0 0.1 0.081
C 3.105150 4.012232 -3.319348 -0.2 0.0 0.2 -0.091
C 3.899662 4.404623 -4.470691 0.1 0.1 -0.1 -0.277
N 4.523520 4.712620 -5.381844 0.0 0.0 0.0 0.140
H 2.576639 3.084570 -3.526598 0.0 0.0 -0.1 0.061
H 3.740272 3.866925 -2.447340 0.1 0.0 0.0 0.062
H 2.367996 4.775997 -3.078732 0.0 0.1 -0.1 0.087
```
Forces are in eV/Å.